[1]
{
  "formula": "C6H18NO",
  "method": "ωB97M-V with the def2-TZVPD basis set",
  "spin_multiplicity": 2,
  "homo_lumo_gap_ev": [5.6, 5.8],
  "total_energy_ha": -368.443033,
  "charge": 2,
  "species": ["O", "N", "C", "C", "C", "C", "C", "C", "H", "H", "H", "H", "H", "H", "H", "H", "H", "H", "H", "H", "H", "H", "H", "H", "H", "H"],
  "coordinates": [[1.78, 1.37, -0.86], [3.66, -1.05, -1.11], [-0.18, 0.34, 1.62], [-3.29, -1.07, -0.73], [-0.85, -0.04, -0.86], [1.09, 1.13, 2.03], [-2.32, 0.14, -0.68], [-0.07, -0.54, 0.39], [-0.29, 0.82, -1.25], [-4.34, -0.84, -0.88], [-0.70, -0.76, -1.69], [1.87, 1.05, 1.26], [-2.58, 0.80, -1.54], [-2.51, 0.54, 0.32], [4.30, -1.10, -0.31], [-0.56, -0.17, 2.50], [0.98, -0.52, 0.08], [-0.47, -1.55, 0.55], [-0.95, 1.12, 1.44], [-2.95, -1.71, -1.53], [0.85, 2.18, 2.18], [1.45, 0.73, 2.97], [3.15, -0.16, -1.24], [2.07, 2.29, -1.03], [4.12, -1.48, -1.93], [-3.26, -1.53, 0.27]],
  "lowdin_spin": [0.9413, -0.9211, 0.0488, 0.1371, 0.1739, 0.0392, 0.2349, 0.1127, 0.0403, 0.0097, 0.0310, 0.0132, 0.0701, 0.0222, -0.0249, 0.0042, 0.0113, 0.0237, 0.0255, 0.0200, 0.0021, 0.0051, -0.0285, 0.0151, -0.0249, 0.0181]
}



[2]
{
  "formula": "C60H136N8O12",
  "method": "ωB97M-V with the def2-TZVPD basis set",
  "smiles": "CC1(C)CCCC(C)(C)N1O.CC1(C)CCCC(C)(C)N1O.CC1(C)CCCC(C)(C)N1O.CC1(C)CCCC(C)(C)N1O.COCCNCCOC.COCCNCCOC.COCCNCCOC.COCCNCCOC",
  "homo_lumo_gap_ev": 8.3,
  "total_energy_ha": -3708.008493,
  "species": ["O", "O", "O", "O", "O", "O", "O", "O", "O", "O", "O", "O", "N", "N", "N", "N", "N", "N", "N", "N", "C", "C", "C", "C", "C", "C", "C", "C", "C", "C", "C", "C", "C", "C", "C", "C", "C", "C", "C", "C", "C", "C", "C", "C", "C", "C", "C", "C", "C", "C", "C", "C", "C", "C", "C", "C", "C", "C", "C", "C", "C", "C", "C", "C", "C", "C", "C", "C", "C", "C", "C", "C", "C", "C", "C", "C", "C", "C", "C", "C", "H", "H", "H", "H", "H", "H", "H", "H", "H", "H", "H", "H", "H", "H", "H", "H", "H", "H", "H", "H", "H", "H", "H", "H", "H", "H", "H", "H", "H", "H", "H", "H", "H", "H", "H", "H", "H", "H", "H", "H", "H", "H", "H", "H", "H", "H", "H", "H", "H", "H", "H", "H", "H", "H", "H", "H", "H", "H", "H", "H", "H", "H", "H", "H", "H", "H", "H", "H", "H", "H", "H", "H", "H", "H", "H", "H", "H", "H", "H", "H", "H", "H", "H", "H", "H", "H", "H", "H", "H", "H", "H", "H", "H", "H", "H", "H", "H", "H", "H", "H", "H", "H", "H", "H", "H", "H", "H", "H", "H", "H", "H", "H", "H", "H", "H", "H", "H", "H", "H", "H", "H", "H", "H", "H", "H", "H", "H", "H", "H", "H", "H", "H", "H", "H", "H", "H"],
  "coordinates": [[-20.31, -9.29, 31.22], [-29.43, -13.65, 32.43], [-19.23, -10.53, 20.27], [-15.06, -19.11, 18.52], [-17.75, -1.69, 27.45], [-14.50, -11.74, 33.65], [-24.51, -4.46, 31.77], [-16.07, -8.37, 36.45], [-16.41, -18.37, 24.60], [-24.70, -0.47, 35.83], [-28.58, 3.00, 23.52], [-12.71, -1.64, 26.22], [-15.23, -11.34, 36.44], [-14.93, -2.94, 27.98], [-23.37, -0.24, 36.24], [-19.22, -11.81, 20.88], [-28.99, 1.97, 24.29], [-22.35, -6.29, 31.90], [-30.06, -12.60, 31.76], [-14.76, -18.75, 22.08], [-31.26, -10.81, 29.88], [-29.84, 0.96, 23.59], [-25.42, -5.47, 32.19], [-15.13, -19.08, 24.52], [-16.98, -9.45, 36.70], [-28.40, -12.12, 30.01], [-19.67, -10.90, 23.03], [-20.59, -7.93, 31.12], [-19.12, -13.29, 22.93], [-30.49, 0.01, 24.61], [-32.36, -13.62, 32.36], [-23.20, -0.58, 37.67], [-31.06, 1.63, 22.87], [-11.70, -1.27, 25.23], [-18.29, -0.40, 27.34], [-13.65, -2.63, 25.77], [-28.09, 1.55, 25.46], [-19.16, -9.57, 30.44], [-16.21, -3.33, 28.64], [-26.82, 0.74, 24.92], [-27.61, 2.78, 26.23], [-32.14, -11.80, 30.67], [-31.39, -12.99, 31.22], [-22.72, 0.91, 35.54], [-15.97, -12.20, 35.50], [-28.87, 0.66, 26.44], [-17.17, -2.08, 28.72], [-14.82, -12.73, 34.56], [-14.47, -18.55, 19.70], [-22.75, 0.80, 33.99], [-16.82, -18.09, 25.92], [-23.75, -4.75, 30.61], [-14.27, -20.20, 17.97], [-16.60, -7.24, 35.71], [-18.84, -12.90, 19.94], [-17.42, -12.57, 19.36], [-19.82, -12.91, 18.76], [-18.53, -14.46, 22.03], [-14.54, -19.51, 20.87], [-23.83, 0.48, 38.65], [-20.93, 0.71, 37.41], [-23.05, -6.13, 30.64], [-21.21, 0.88, 35.92], [-23.41, 2.27, 36.01], [-16.16, -10.59, 37.31], [-17.25, -11.65, 22.55], [-29.02, 0.07, 22.56], [-21.75, -7.64, 32.10], [-14.90, -19.74, 23.14], [-23.47, -2.01, 37.99], [-18.94, -14.34, 20.54], [-31.31, -14.05, 30.14], [-18.77, -11.89, 22.31], [-30.06, -10.38, 30.76], [-14.98, -2.52, 26.52], [-21.68, -0.53, 37.98], [-13.46, -12.16, 32.79], [-29.62, -0.53, 25.77], [-29.16, -11.60, 31.27], [-28.36, -10.94, 32.39], [-24.81, 0.68, 38.21], [-17.48, 0.26, 27.66], [-17.98, -2.24, 29.44], [-14.93, -10.65, 35.77], [-32.23, -14.46, 29.73], [-21.21, -1.36, 37.45], [-15.82, -6.51, 35.54], [-13.81, -2.51, 24.70], [-23.73, 0.60, 33.57], [-23.27, 1.40, 38.80], [-17.58, -17.31, 25.95], [-30.83, -14.94, 30.54], [-29.59, -0.21, 21.68], [-24.47, -2.30, 37.67], [-32.51, -12.92, 33.18], [-23.67, -7.03, 30.56], [-18.66, -13.22, 23.92], [-21.33, -7.75, 33.09], [-30.68, -13.68, 29.33], [-28.54, 3.27, 26.55], [-31.88, -9.95, 29.60], [-13.70, -13.17, 32.48], [-13.47, -18.19, 19.45], [-27.18, -0.23, 24.58], [-21.49, -0.69, 39.04], [-15.22, -19.85, 25.28], [-21.09, 1.64, 37.96], [-17.35, -6.71, 36.30], [-20.81, -13.28, 19.04], [-22.39, -6.26, 29.78], [-19.90, -14.80, 20.29], [-29.02, 3.77, 23.88], [-26.52, 1.26, 24.01], [-25.97, 0.56, 25.57], [-13.56, -19.98, 20.86], [-20.53, 0.36, 35.24], [-29.08, -12.39, 29.20], [-27.91, -13.05, 30.29], [-30.25, -0.91, 26.58], [-22.75, -2.73, 37.59], [-17.38, -13.12, 18.43], [-30.39, -9.68, 31.53], [-17.05, -10.71, 22.03], [-19.50, -9.54, 29.40], [-31.84, 0.92, 22.61], [-33.31, -13.99, 31.99], [-32.62, -11.18, 31.43], [-23.27, 3.06, 35.28], [-15.70, -3.18, 26.04], [-31.88, -14.52, 32.74], [-19.23, -0.39, 27.88], [-31.48, 2.37, 23.54], [-20.16, -10.31, 20.33], [-29.56, -13.40, 33.34], [-24.50, 2.18, 36.05], [-19.45, -13.53, 17.94], [-24.43, -4.67, 29.76], [-29.01, -10.50, 33.15], [-20.79, -7.61, 30.10], [-24.86, -6.33, 32.54], [-14.71, -20.41, 17.00], [-30.69, 2.10, 21.96], [-20.17, -13.41, 23.17], [-23.46, -2.23, 39.06], [-18.33, -8.86, 30.45], [-15.41, -1.52, 26.54], [-16.02, -17.59, 26.47], [-13.91, -13.03, 35.06], [-13.20, -3.62, 25.87], [-29.60, 1.28, 26.96], [-18.72, -10.56, 30.56], [-16.84, -11.26, 37.83], [-22.74, -5.72, 32.64], [-30.85, -11.24, 28.97], [-16.65, -4.11, 28.02], [-11.07, -0.58, 25.79], [-17.04, -7.36, 34.72], [-26.88, 2.63, 27.03], [-13.94, -20.26, 23.21], [-28.93, -1.33, 25.52], [-26.17, -5.75, 31.44], [-18.93, -15.40, 22.41], [-29.46, -9.73, 30.12], [-15.59, -10.22, 38.17], [-16.67, -1.22, 29.15], [-17.19, -11.50, 19.31], [-16.52, -13.04, 35.94], [-19.97, -11.96, 18.24], [-15.35, -20.23, 20.74], [-15.72, -20.45, 23.12], [-14.35, -18.33, 24.68], [-22.36, 1.74, 33.60], [-14.91, -17.58, 19.90], [-19.76, -7.29, 31.43], [-17.70, -9.01, 37.40], [-16.09, -3.64, 29.68], [-18.39, -0.21, 26.27], [-32.87, -12.13, 29.93], [-20.93, 1.92, 35.83], [-22.01, 0.15, 33.51], [-22.51, -8.41, 31.93], [-15.49, -18.05, 22.05], [-27.63, -10.26, 31.94], [-18.29, -15.00, 19.97], [-19.59, -11.04, 24.11], [-16.70, -13.08, 20.00], [-16.50, -11.58, 34.78], [-17.02, -11.52, 23.61], [-12.12, -0.93, 24.28], [-19.41, -9.87, 22.77], [-13.56, -11.44, 31.96], [-31.32, 0.53, 25.09], [-14.34, -2.37, 28.57], [-27.64, -11.42, 29.64], [-23.07, 2.75, 36.93], [-24.61, -1.18, 35.20], [-13.22, -19.93, 17.91], [-14.33, -21.10, 18.59], [-26.05, -5.11, 33.01], [-24.10, 0.09, 39.63], [-28.28, 0.33, 27.29], [-27.13, 3.45, 25.52], [-11.10, -2.16, 25.04], [-12.48, -12.04, 33.25], [-19.87, 0.55, 37.56], [-28.18, 0.69, 22.22], [-17.50, -9.59, 35.75], [-15.26, -13.52, 33.96], [-17.33, -18.94, 26.38], [-17.45, -14.47, 22.13], [-23.07, -3.91, 30.45], [-20.73, -11.13, 22.91], [-27.76, -11.69, 32.90], [-28.71, -0.90, 22.94], [-30.92, -0.82, 24.06], [-16.66, -12.43, 22.08]],
  "lowdin_charge": [-0.1668, -0.0049, -0.0213, -0.1994, -0.2414, -0.2161, -0.2026, -0.2094, -0.2149, -0.0227, -0.0089, -0.2147, -0.0506, -0.0720, -0.1046, -0.1176, -0.1420, -0.0760, -0.1254, -0.0562, -0.1783, -0.4598, -0.1059, -0.1825, -0.2038, -0.0155, -0.0609, -0.2590, -0.1150, -0.1543, -0.0226, -0.4942, -0.0417, -0.0839, -0.1096, -0.2204, -0.4546, -0.1152, -0.1685, -0.0182, -0.0465, -0.1529, -0.4725, -0.4346, -0.1783, -0.1507, -0.2014, -0.2540, -0.2208, -0.0380, -0.1380, -0.1916, -0.0932, -0.1007, -0.4733, -0.0237, -0.0587, -0.1469, -0.2328, -0.0174, -0.1817, -0.2249, -0.1422, -0.0252, -0.1956, -0.0178, -0.0234, -0.1652, -0.2221, -0.0578, -0.1237, -0.0486, -0.4974, -0.1325, -0.1641, -0.1511, -0.0961, -0.1667, -0.4881, -0.0379, 0.0752, 0.0847, 0.1052, 0.0890, 0.0876, 0.1067, 0.0806, 0.1090, 0.0781, 0.0675, 0.0783, 0.0835, 0.0707, 0.0807, 0.0745, 0.1060, 0.1058, 0.1182, 0.0696, 0.0821, 0.1083, 0.0854, 0.1154, 0.0507, 0.1211, 0.1144, 0.0981, 0.0776, 0.0777, 0.1030, 0.1057, 0.1097, 0.0733, 0.0773, 0.1217, 0.1157, 0.0562, 0.0804, 0.1027, 0.0848, 0.0741, 0.1062, 0.0813, 0.0826, 0.0827, 0.0776, 0.1177, 0.0668, 0.1146, 0.0650, 0.0890, 0.0818, 0.1006, 0.1037, 0.0757, 0.0784, 0.1134, 0.0870, 0.1086, 0.0760, 0.0869, 0.0768, 0.1087, 0.0883, 0.0846, 0.1039, 0.0864, 0.1231, 0.1174, 0.1088, 0.0867, 0.1094, 0.1022, 0.0960, 0.1092, 0.0859, 0.0768, 0.0882, 0.1211, 0.0979, 0.0879, 0.1002, 0.1079, 0.1124, 0.1076, 0.0825, 0.1192, 0.0763, 0.1243, 0.1173, 0.1188, 0.0786, 0.1152, 0.1201, 0.1165, 0.1066, 0.0879, 0.1182, 0.1100, 0.0749, 0.1089, 0.1130, 0.0865, 0.1142, 0.0806, 0.0626, 0.1096, 0.0838, 0.0823, 0.0830, 0.0909, 0.1133, 0.0950, 0.0795, 0.0665, 0.0991, 0.0836, 0.0761, 0.0867, 0.0758, 0.1186, 0.0737, 0.0777, 0.0907, 0.1058, 0.0738, 0.1120, 0.1117, 0.0869, 0.0942, 0.1221, 0.0865, 0.0739, 0.0682, 0.1163, 0.0605]
}